Formula: C19H43EuO2P3S
Source: OMol25
Level of theory: wB97M-V/def2-TZVPD

Results
**Calculated total energy**: -3031.44040 hartree
**Charge**: +3
**Expectation value of S²**: 12.20
**Relative energy (zero: lowest compared OMol25 entry of this formula, charge and spin)**: 144.79 kcal/mol
**Spin multiplicity**: 7
**Highest occupied orbital energy (alpha / beta)**: -0.5727 / -0.5723 Ha
**LUMO level (alpha / beta)**: -10.8 / -12.6 eV

Each line ends with the Mulliken charge.
Atoms and positions in Å:
1 Eu 0.6510 -0.4555 0.4459  -0.14
2 P 0.5647 -2.5730 2.1995  0.98
3 P 0.1596 -2.1736 -1.5578  1.24
4 P 0.0607 1.1809 2.4510  1.16
5 H -5.0220 4.7230 -5.3329  0.28
6 C -4.5196 5.5510 -4.8100  -0.60
7 C -3.4208 6.1153 -5.2863  -0.47
8 H -2.9534 5.7802 -6.2248  0.25
9 C -1.1548 -3.0167 2.6899  -1.16
10 C 1.2849 -4.1325 1.6121  -1.24
11 C 1.4414 -2.3017 3.7761  -1.00
12 C 0.0934 -1.0224 -2.9603  -1.40
13 C 1.3639 -3.4297 -2.0173  -1.13
14 C -1.5001 -2.9211 -1.4519  -1.27
15 C -0.0247 2.7789 1.6082  -1.27
16 C 1.2401 1.3312 3.7985  -1.25
17 C -1.5867 0.8481 3.1226  -1.24
18 H -5.0196 5.9250 -3.9036  0.29
19 H -2.9504 6.9822 -4.7971  0.27
20 H -1.1006 -3.9100 3.3404  0.50
21 H -1.7374 -3.2137 1.7692  0.26
22 H -1.6215 -2.1500 3.2038  0.26
23 H 1.2768 -4.8414 2.4606  0.50
24 H 2.3283 -3.9700 1.2694  0.30
25 H 0.7108 -4.5396 0.7525  0.33
26 H 0.7689 -2.5376 4.6284  0.42
27 H 1.7497 -1.2455 3.8612  0.00
28 H 2.3583 -2.9238 3.8067  0.47
29 H 0.1489 -1.6567 -3.8660  0.56
30 H 0.9412 -0.3233 -2.9122  0.39
31 H -0.8304 -0.4157 -2.9430  0.28
32 H 0.7554 -4.2676 -2.4264  0.45
33 H 1.9253 -3.7369 -1.1180  0.14
34 H 2.0617 -2.9780 -2.7549  0.43
35 H -1.6934 -3.3030 -2.4740  0.52
36 H -2.2351 -2.1427 -1.1595  0.30
37 H -1.4820 -3.7087 -0.6704  0.33
38 H 0.0572 3.5303 2.4258  0.62
39 H -0.9689 2.8694 1.0536  0.28
40 H 0.8152 2.8592 0.8971  0.27
41 H 1.1278 2.3893 4.1036  0.55
42 H 2.2633 1.1304 3.4201  0.22
43 H 0.9513 0.6088 4.5926  0.40
44 H -1.8748 1.8128 3.5771  0.50
45 H -1.5093 0.0078 3.8419  0.32
46 H -2.2672 0.5641 2.2947  0.33
47 C -0.6623 1.7697 -1.3333  -0.21
48 C -1.9763 1.2576 -1.1118  0.70
49 C -3.0544 2.0032 -1.5991  -1.00
50 C -2.7801 3.2179 -2.2237  -0.35
51 C -1.4970 3.7604 -2.3908  -0.69
52 C -0.4015 3.0252 -1.9109  0.07
53 O 0.4248 1.1114 -1.0209  -0.44
54 H -1.3030 -0.8581 0.6814  0.06
55 H -2.1376 0.2967 -0.5932  0.35
56 H -4.0752 1.5845 -1.4786  0.48
57 H -3.6158 3.7977 -2.6200  0.39
58 H -1.2792 4.7093 -2.8720  0.52
59 H 0.6485 3.3077 -1.9434  0.55
60 C 4.2422 -1.9022 -0.7597  -0.80
61 S 3.4986 -0.2597 0.3731  0.47
62 C 3.9436 -1.0981 1.9071  -0.85
63 O 3.0294 1.1793 0.6844  -0.55
64 H 3.8700 -2.8296 -0.3315  0.30
65 H 5.2934 -1.7372 -0.5622  0.49
66 H 3.9488 -1.7304 -1.7558  0.36
67 H 5.0528 -1.0961 1.7907  0.54
68 H 3.6025 -0.4888 2.7716  0.19
69 H 3.6003 -2.1179 1.9624  0.19

Formula: C19H43EuP3S2
Source: OMol25
Level of theory: wB97M-V/def2-TZVPD

Results
**Calculated total energy**: -3279.38984 hartree
**Charge**: +3
**Expectation value of S²**: 12.48
**Spin multiplicity**: 7
**Highest occupied orbital energy (alpha / beta)**: -0.6361 / -0.6342 Ha
**LUMO level (alpha / beta)**: -11.8 / -12.2 eV

Each line ends with the Mulliken charge.
Atoms and positions in Å:
1 Eu 0.3278 -0.5824 0.0022  0.31
2 P -2.2630 -0.4343 1.6138  0.83
3 P -1.7386 -1.6782 -1.8919  0.79
4 P -1.3090 1.8006 -0.8427  1.01
5 H 4.2664 -0.4051 1.8174  0.22
6 C 4.4966 0.3053 2.6164  -0.49
7 C 3.6144 0.6311 3.5697  -0.33
8 H 2.6058 0.2031 3.6087  0.09
9 C -2.2332 -1.8580 2.7748  -1.15
10 C -4.0243 -0.5133 1.0944  -1.32
11 C -2.3478 0.9383 2.8343  -1.24
12 C -0.7931 -2.1030 -3.4107  -1.24
13 C -2.4372 -3.3311 -1.4970  -1.16
14 C -3.2074 -0.8845 -2.6535  -1.33
15 C -0.4082 3.0823 0.1215  -0.98
16 C -3.0143 2.4684 -0.7550  -1.47
17 C -0.8621 2.3146 -2.5457  -1.23
18 H 5.5162 0.7210 2.6248  0.27
19 H 3.8814 1.3380 4.3703  0.26
20 H -1.4014 -1.7469 3.4831  0.35
21 H -2.0944 -2.7959 2.2194  0.23
22 H -3.1830 -1.8978 3.3266  0.51
23 H -4.1897 -1.3903 0.4552  0.32
24 H -4.3069 0.3886 0.5371  0.30
25 H -4.6539 -0.5974 1.9913  0.53
26 H -1.3977 0.9813 3.3839  0.40
27 H -3.1668 0.7519 3.5430  0.43
28 H -2.5076 1.9022 2.3340  0.30
29 H -1.4776 -2.4893 -4.1782  0.44
30 H -0.0359 -2.8628 -3.1711  0.43
31 H -0.2837 -1.2037 -3.7851  0.35
32 H -3.1484 -3.6253 -2.2815  0.48
33 H -2.9592 -3.2909 -0.5305  0.30
34 H -1.6331 -4.0760 -1.4283  0.33
35 H -3.6004 -1.5530 -3.4325  0.56
36 H -2.9351 0.0789 -3.1044  0.32
37 H -3.9835 -0.7141 -1.8958  0.28
38 H -0.3520 3.9931 -0.4898  0.44
39 H 0.6128 2.7528 0.3637  0.18
40 H -0.9495 3.2926 1.0533  0.37
41 H -3.0249 3.4734 -1.2005  0.49
42 H -3.3588 2.5309 0.2850  0.40
43 H -3.6976 1.8209 -1.3200  0.33
44 H -0.9472 3.4087 -2.5999  0.50
45 H -1.5444 1.8512 -3.2700  0.34
46 H 0.1686 2.0150 -2.7801  0.20
47 C 3.3257 1.9214 -1.3260  1.15
48 C 3.7775 2.3489 -2.5938  -0.47
49 C 4.8076 3.2712 -2.6936  -0.68
50 C 5.4131 3.7768 -1.5403  -0.38
51 C 4.9509 3.3851 -0.2822  -0.72
52 C 3.9052 2.4744 -0.1642  -0.30
53 S 2.0670 0.7387 -1.2915  -0.07
54 H 1.9926 0.0322 0.4985  0.02
55 H 3.2874 1.9329 -3.4777  0.41
56 H 5.1325 3.5909 -3.6851  0.42
57 H 6.2461 4.4800 -1.6299  0.43
58 H 5.4134 3.8014 0.6175  0.44
59 H 3.5369 2.1589 0.8157  0.37
60 C 1.1406 -3.4183 2.8679  -0.79
61 S 1.0387 -3.2087 1.0794  0.23
62 C 0.2213 -4.7517 0.6217  -0.93
63 H 1.6520 -2.5401 3.2804  0.25
64 H 1.7323 -4.3173 3.0764  0.39
65 H 0.1388 -3.5067 3.3043  0.27
66 H 0.6168 -5.5667 1.2385  0.43
67 H -0.8637 -4.6618 0.7564  0.23
68 H 0.4482 -4.9526 -0.4320  0.35

Formula: C19H43N2O2P3Pb
Source: OMol25
Level of theory: wB97M-V/def2-TZVPD

Results
**Calculated total energy**: -2225.10104 hartree
**Charge**: +4
**Relative energy (zero: lowest compared OMol25 entry of this formula, charge and spin)**: 17.20 kcal/mol
**Spin multiplicity**: 1
**Highest occupied orbital energy (alpha / beta)**: -0.7012 / -0.7004 Ha
**LUMO level (alpha / beta)**: -14.2 / -15.6 eV

Each line ends with the Mulliken charge.
Atoms and positions in Å:
1 Pb 0.4679 -0.1263 -0.3941  0.86
2 P 1.9558 1.7455 1.4115  0.67
3 P 1.2181 -2.1511 1.5268  0.69
4 P -1.2865 1.4563 1.3439  0.52
5 H -0.8175 2.3407 -4.4743  0.25
6 C -1.3082 3.0602 -3.7980  -0.51
7 C -0.5128 3.9374 -3.1491  -0.58
8 H 0.5560 3.9987 -3.4329  0.26
9 C 3.7238 1.9783 0.9755  -1.17
10 C 2.1384 1.5225 3.2304  -1.19
11 C 1.4731 3.5280 1.3957  -1.13
12 C 0.3579 -3.5863 0.7895  -1.11
13 C 2.8108 -3.0109 1.8622  -1.21
14 C 0.4438 -2.2472 3.1970  -1.23
15 C -1.7699 3.0217 0.4975  -1.08
16 C -1.4755 1.7239 3.1513  -1.29
17 C -2.7773 0.4868 0.9885  -1.33
18 H -2.4083 2.9632 -3.7229  0.29
19 H -0.8782 4.7289 -2.4784  0.34
20 H 3.8612 2.3118 -0.0666  0.42
21 H 4.2403 1.0199 1.1341  0.38
22 H 4.1382 2.7297 1.6675  0.52
23 H 2.7192 0.6055 3.4275  0.40
24 H 1.1628 1.4593 3.7412  0.30
25 H 2.6958 2.3874 3.6336  0.48
26 H 1.4208 3.8931 0.3567  0.38
27 H 2.2516 4.0925 1.9325  0.53
28 H 0.5087 3.7073 1.8964  0.26
29 H 0.3278 -4.3990 1.5387  0.49
30 H 0.9254 -3.9196 -0.0925  0.42
31 H -0.6577 -3.2814 0.4939  0.02
32 H 2.6538 -4.1002 1.9694  0.44
33 H 3.2359 -2.5862 2.7845  0.45
34 H 3.4839 -2.8225 1.0165  0.36
35 H 0.5225 -3.2792 3.5865  0.47
36 H -0.6205 -1.9678 3.0922  0.35
37 H 0.9664 -1.5294 3.8507  0.37
38 H -2.8639 3.1046 0.4640  0.48
39 H -1.3887 3.0532 -0.5371  0.06
40 H -1.3706 3.8835 1.0410  0.52
41 H -2.5376 1.8369 3.4059  0.49
42 H -0.9330 2.6157 3.4894  0.42
43 H -1.0826 0.8348 3.6691  0.35
44 H -3.6791 0.9604 1.3945  0.54
45 H -2.6723 -0.5154 1.4185  0.58
46 H -2.8759 0.3804 -0.0992  0.27
47 C -3.9348 -2.2675 -1.0504  1.17
48 C -4.1754 -3.5907 -1.4747  -0.55
49 C -5.3272 -3.8586 -2.2288  -0.46
50 C -6.2757 -2.8513 -2.4869  -0.45
51 C -6.0904 -1.5887 -1.9128  -0.49
52 C -4.9454 -1.3031 -1.1514  -0.25
53 O -2.6825 -1.8014 -0.6709  -0.13
54 H -1.9979 -2.4955 -0.7216  0.21
55 H -3.4563 -4.3689 -1.1984  0.45
56 H -5.5034 -4.8617 -2.5998  0.44
57 H -7.1634 -3.0871 -3.0985  0.45
58 H -6.8369 -0.8056 -2.0698  0.43
59 H -4.8075 -0.3300 -0.6663  0.28
60 C 4.8452 -1.8334 -2.6850  -0.73
61 N 4.7186 -0.3757 -2.6681  -0.23
62 C 3.6586 0.3012 -2.1866  0.64
63 N 3.7406 1.6925 -2.2396  -0.42
64 O 2.6629 -0.2590 -1.6532  -0.57
65 H 3.9079 -2.2511 -2.2995  0.22
66 H 5.6982 -2.1520 -2.0631  0.29
67 H 5.0138 -2.1997 -3.7084  0.32
68 H 5.3689 0.1872 -3.2010  0.23
69 H 2.8523 2.1846 -2.1714  0.12
70 H 4.3862 2.0694 -2.9229  0.24